1.
Formula: C21H31NO4
Source: OMol25
Level of theory: ωB97M-V with the def2-TZVPD basis set

Summary:
E_tot in hartree: -1174.42917
E_HOMO in Eh: -0.233
Orbital gap in eV: 4.95
Strongest force on any atom in eV/Å: 2.235
ΔE to the lowest compared entry with this formula, charge and spin in kcal per mole: 79.3

Last column: Löwdin charge in e.
Atoms and positions in Å:
1 C 4.150 0.954 -2.343  -0.084
2 C 3.667 -0.405 -1.949  -0.238
3 O 2.232 -0.269 -1.767  -0.021
4 C 1.718 -1.485 -1.510  -0.495
5 C 0.258 -1.601 -1.505  -0.098
6 C -0.311 -3.004 -1.713  -0.399
7 C -0.412 -3.917 -0.500  -0.080
8 C 0.478 -3.739 -2.782  -0.080
9 C -0.510 -0.482 -2.024  -0.495
10 O -0.159 0.649 -2.386  0.002
11 O -1.818 -0.838 -2.068  -0.067
12 C -2.786 0.186 -2.447  -0.212
13 C -3.030 1.165 -1.344  -0.080
14 O 2.469 -2.431 -1.253  0.010
15 H 5.248 0.972 -2.346  0.076
16 H 3.809 1.185 -3.362  0.081
17 H 3.767 1.734 -1.668  0.072
18 H 3.853 -1.129 -2.754  0.129
19 H 4.157 -0.751 -1.033  0.120
20 H -1.339 -2.847 -2.051  0.122
21 H -1.038 -3.495 0.302  0.055
22 H -0.887 -4.837 -0.879  0.074
23 H 0.573 -4.171 -0.091  0.077
24 H 0.576 -3.099 -3.664  0.089
25 H 1.468 -3.966 -2.385  0.068
26 H -0.014 -4.674 -3.072  0.073
27 H -2.408 0.679 -3.347  0.120
28 H -3.684 -0.375 -2.700  0.118
29 H -3.845 1.836 -1.615  0.077
30 H -3.300 0.637 -0.426  0.068
31 H -2.133 1.762 -1.168  0.062
32 C -2.398 0.678 4.030  -0.151
33 C -2.455 -0.829 3.762  -0.144
34 C -1.614 -1.085 2.487  -0.089
35 N -0.858 0.164 2.248  -0.015
36 C -0.057 0.396 1.217  0.120
37 C 0.643 1.682 1.173  -0.168
38 C 1.209 2.283 2.332  -0.053
39 C 1.702 3.594 2.311  -0.072
40 C 1.675 4.370 1.143  -0.059
41 C 1.174 3.759 -0.009  -0.058
42 C 0.740 2.437 -0.013  0.005
43 C -1.285 1.242 3.151  -0.129
44 H -3.345 1.178 3.822  0.113
45 H -2.131 0.882 5.074  0.114
46 H -2.050 -1.398 4.599  0.110
47 H -3.494 -1.143 3.606  0.115
48 H -0.947 -1.957 2.622  0.138
49 H -2.286 -1.285 1.635  0.134
50 H 0.099 -0.364 0.437  0.134
51 H 1.266 1.731 3.282  0.114
52 H 2.122 3.993 3.238  0.107
53 H 2.039 5.411 1.159  0.116
54 H 1.146 4.352 -0.923  0.114
55 H 0.467 1.971 -0.967  0.098
56 H -1.611 2.129 2.580  0.151
57 H -0.501 1.564 3.852  0.108

---

2.
Formula: C21H32BIrN2O11P
Source: OMol25
Level of theory: ωB97M-V with the def2-TZVPD basis set

Summary:
E_tot in hartree: -2226.94033
E_HOMO (spin up / spin down) in Eh: -0.207 / -0.330
Spin multiplicity: 6
Orbital gap (spin up / spin down) in eV: 5.47 / 5.99
Strongest force on any atom in eV/Å: 0.271
ΔE to the lowest compared entry with this formula, charge and spin in kcal per mole: 0.0

Last column: Mulliken spin population.
Atoms and positions in Å:
1 Ir 1.439 0.351 -0.310  2.380
2 O -0.763 -2.990 -0.822  0.035
3 C -0.279 -1.928 -1.140  0.014
4 O 0.913 -1.557 -0.722  0.122
5 C -1.048 -1.044 -2.109  -0.050
6 C -2.078 -1.677 -2.783  0.236
7 C -2.938 -0.906 -3.584  0.155
8 C -2.796 0.432 -3.847  0.136
9 C -1.649 1.052 -3.325  0.258
10 C -0.868 0.357 -2.271  0.347
11 O -0.192 1.100 -1.496  0.380
12 N -1.242 2.275 -3.822  0.127
13 O -2.103 2.956 -4.426  0.235
14 O -0.039 2.635 -3.688  0.189
15 N -4.092 -1.603 -4.207  -0.017
16 O -4.191 -2.796 -4.014  0.028
17 O -4.866 -0.935 -4.856  0.013
18 H -2.265 -2.726 -2.632  0.029
19 H -3.460 0.969 -4.503  0.043
20 C 2.567 0.660 -3.672  -0.001
21 C 3.708 1.068 -2.740  -0.005
22 P 3.110 1.687 -1.136  0.220
23 C 4.582 1.828 -0.059  -0.004
24 C 5.874 2.323 -0.706  0.013
25 C 2.418 3.347 -1.438  -0.006
26 C 3.332 4.405 -2.049  0.015
27 H 2.967 0.356 -4.640  -0.001
28 H 1.856 1.473 -3.831  -0.007
29 H 2.018 -0.189 -3.257  -0.001
30 H 4.332 1.842 -3.194  0.005
31 H 4.363 0.219 -2.528  0.005
32 H 4.731 0.836 0.372  0.012
33 H 4.278 2.471 0.772  0.006
34 H 6.192 1.660 -1.511  0.000
35 H 6.676 2.351 0.031  0.000
36 H 5.767 3.324 -1.121  -0.001
37 H 2.022 3.687 -0.476  0.007
38 H 1.542 3.169 -2.069  -0.006
39 H 4.110 4.723 -1.355  0.000
40 H 2.741 5.283 -2.312  0.000
41 H 3.810 4.053 -2.964  0.000
42 C 0.903 0.847 4.253  0.006
43 C 1.051 0.556 2.796  -0.052
44 O 0.390 -0.479 2.287  0.081
45 O 1.756 1.195 2.044  0.049
46 H -0.132 1.120 4.460  0.000
47 H 1.572 1.653 4.535  0.000
48 H 1.125 -0.050 4.831  0.001
49 C -4.014 -1.173 3.918  0.000
50 C -2.609 -1.730 3.841  0.000
51 C -2.184 -2.317 5.178  0.000
52 O -1.684 -0.626 3.558  0.004
53 B -0.728 -1.168 2.755  -0.003
54 O -0.947 -2.434 2.340  0.005
55 C -2.350 -2.693 2.640  0.000
56 C -3.134 -2.316 1.391  0.002
57 C -2.515 -4.164 2.951  0.000
58 H -4.102 -0.509 4.778  0.000
59 H -4.732 -1.986 4.040  0.000
60 H -4.269 -0.615 3.020  0.000
61 H -2.204 -1.532 5.935  0.000
62 H -1.174 -2.726 5.125  0.000
63 H -2.862 -3.112 5.488  0.000
64 H -3.039 -1.250 1.171  0.000
65 H -4.193 -2.552 1.502  -0.001
66 H -2.727 -2.874 0.548  0.000
67 H -1.841 -4.485 3.744  0.000
68 H -2.291 -4.742 2.055  0.000
69 H -3.542 -4.377 3.252  0.000

---

3.
Formula: C21H32ClN3
Source: OMol25
Level of theory: ωB97M-V with the def2-TZVPD basis set

Summary:
E_tot in hartree: -1443.82341
E_HOMO in Eh: -0.273
Orbital gap in eV: 8.24
Strongest force on any atom in eV/Å: 0.528
Structure (SMILES): CC(C)/C=C/CN1CCC[C@H](N2CCN(c3cccc(Cl)c3)CC2)C1
ΔE to the lowest compared entry with this formula, charge and spin in kcal per mole: 4.7

Last column: Löwdin charge in e.
Atoms and positions in Å:
1 C -5.718 -1.182 0.934  -0.079
2 H -5.926 -1.774 1.822  0.075
3 H -6.059 -1.735 0.062  0.077
4 H -6.283 -0.255 0.997  0.078
5 C -4.221 -0.888 0.826  -0.437
6 C -3.934 -0.087 -0.407  -0.108
7 C -3.066 -0.429 -1.344  -0.101
8 C -2.734 0.403 -2.544  -0.200
9 N -1.361 0.879 -2.458  -0.187
10 C -0.870 1.365 -3.736  -0.197
11 C 0.473 2.084 -3.555  -0.168
12 C 1.152 1.579 -2.287  -0.146
13 H 2.166 1.976 -2.214  0.109
14 H 1.199 0.493 -2.335  0.101
15 C 0.317 2.010 -1.066  -0.281
16 N 0.572 1.317 0.180  -0.142
17 C 1.695 1.733 0.984  -0.150
18 H 1.884 2.795 0.824  0.121
19 C 2.966 0.918 0.703  -0.132
20 N 2.693 -0.483 0.919  -0.100
21 C 3.457 -1.295 1.713  -0.217
22 C 4.144 -0.789 2.828  -0.032
23 C 4.895 -1.614 3.637  -0.090
24 C 4.991 -2.974 3.389  -0.133
25 C 4.313 -3.477 2.293  -0.678
26 C 3.565 -2.671 1.459  -0.058
27 H 3.088 -3.116 0.602  0.096
28 Cl 4.416 -5.170 1.935  0.661
29 H 5.571 -3.621 4.025  0.097
30 H 5.409 -1.194 4.489  0.105
31 H 4.072 0.257 3.079  0.099
32 C 1.657 -0.964 0.038  -0.132
33 H 1.403 -1.994 0.286  0.115
34 C 0.379 -0.115 0.225  -0.143
35 H -0.353 -0.391 -0.532  0.104
36 H -0.028 -0.355 1.216  0.124
37 H 2.000 -0.929 -1.005  0.119
38 H 3.784 1.254 1.337  0.110
39 H 3.266 1.062 -0.345  0.119
40 H 1.421 1.583 2.037  0.126
41 C -1.179 1.880 -1.426  -0.135
42 H -1.575 2.859 -1.749  0.129
43 H -1.729 1.576 -0.535  0.114
44 H 0.523 3.068 -0.862  0.143
45 H 0.319 3.162 -3.471  0.111
46 H 1.106 1.907 -4.425  0.109
47 H -1.595 2.048 -4.216  0.120
48 H -0.747 0.496 -4.390  0.120
49 H -3.451 1.238 -2.643  0.125
50 H -2.809 -0.217 -3.444  0.122
51 H -2.507 -1.351 -1.258  0.112
52 H -4.489 0.840 -0.495  0.123
53 C -3.737 -0.113 2.055  -0.071
54 H -3.913 -0.690 2.961  0.076
55 H -4.267 0.833 2.140  0.080
56 H -2.672 0.095 1.976  0.066
57 H -3.675 -1.835 0.771  0.133

---

4.
Formula: C21H32F6NO3P2Tc
Source: OMol25
Level of theory: ωB97M-V with the def2-TZVPD basis set

Summary:
E_tot in hartree: -2462.23456
E_HOMO (spin up / spin down) in Eh: -0.399 / -0.414
Spin multiplicity: 4
Orbital gap (spin up / spin down) in eV: 7.90 / 5.45
Total charge: +1
Strongest force on any atom in eV/Å: 10.774
ΔE to the lowest compared entry with this formula, charge and spin in kcal per mole: 67.0

Last column: Mulliken spin population.
Atoms and positions in Å:
1 C -1.146 2.640 -3.149  0.190
2 C -1.206 1.550 -2.222  -0.077
3 N -0.016 1.132 -1.638  0.075
4 C 1.158 1.773 -1.888  0.009
5 C 1.246 2.817 -2.808  0.195
6 C 0.061 3.245 -3.447  -0.043
7 C -2.408 0.849 -1.927  0.592
8 P -2.385 -0.310 -0.578  -0.067
9 Tc -0.091 -0.580 -0.300  2.031
10 P 2.201 -0.321 -0.312  -0.027
11 C 2.359 1.386 -1.044  0.012
12 C -0.154 -2.084 1.128  -0.215
13 C -0.553 -1.820 2.464  0.116
14 C -0.582 -2.822 3.447  -0.060
15 C -0.207 -4.137 3.135  0.106
16 C 0.196 -4.431 1.825  -0.052
17 C 0.220 -3.423 0.848  0.121
18 O -1.640 -1.022 -4.046  0.035
19 O 1.045 -1.353 -3.859  0.000
20 H -2.076 2.976 -3.619  0.000
21 H 2.205 3.305 -2.997  0.000
22 H 0.097 4.071 -4.167  0.002
23 C -3.344 0.325 0.867  0.081
24 C -3.357 -1.797 -1.078  0.048
25 H 3.301 1.510 -1.606  -0.003
26 H 2.402 2.075 -0.178  0.000
27 H -1.950 -0.382 -3.327  -0.006
28 H -3.353 1.275 -2.289  -0.032
29 C 3.134 -0.255 1.270  0.016
30 C 3.202 -1.402 -1.408  0.008
31 H -0.848 -0.802 2.743  0.023
32 H -0.899 -2.570 4.466  -0.001
33 H -0.229 -4.921 3.901  0.005
34 H 0.494 -5.452 1.557  -0.001
35 H 0.544 -3.693 -0.167  0.010
36 H -0.284 -1.700 -1.088  -0.040
37 H 1.024 -2.312 -4.032  -0.001
38 H 0.085 -1.104 -3.981  0.002
39 H -1.964 -0.610 -4.867  -0.003
40 H 0.152 -1.225 -1.607  -0.035
41 H -4.391 0.533 0.584  0.001
42 H -3.321 -0.425 1.677  0.004
43 H -2.865 1.252 1.220  -0.011
44 H -4.419 -1.537 -1.238  0.001
45 H -2.934 -2.182 -2.020  -0.008
46 H -3.279 -2.568 -0.292  0.004
47 H 4.253 -1.067 -1.459  0.000
48 H 3.163 -2.434 -1.019  0.003
49 H 2.731 -1.370 -2.406  -0.003
50 H 4.188 0.032 1.118  0.000
51 H 2.637 0.463 1.942  -0.003
52 H 3.082 -1.253 1.736  0.002
53 C 1.328 2.808 1.758  0.005
54 C 0.347 1.695 2.207  0.021
55 O 0.406 0.407 1.408  -0.037
56 C 0.718 1.393 3.740  -0.001
57 F 0.729 2.560 4.488  0.000
58 F -0.187 0.554 4.357  0.000
59 F 1.958 0.824 3.924  0.000
60 C -1.017 2.422 2.271  0.003
61 F -0.942 3.623 2.962  0.002
62 F -1.415 2.759 0.986  0.001
63 F -1.925 1.671 2.999  0.000
64 H 2.393 2.527 1.830  0.000
65 H 1.294 3.694 2.426  -0.001
66 H 1.028 3.219 0.772  0.001

---

5.
Formula: C21H32HfN12O7PS4
Source: OMol25
Level of theory: ωB97M-V with the def2-TZVPD basis set

Summary:
E_tot in hartree: -3985.54920
E_HOMO (spin up / spin down) in Eh: -0.026 / -0.131
Spin multiplicity: 2
Orbital gap (spin up / spin down) in eV: 4.68 / 7.53
Total charge: -2
Strongest force on any atom in eV/Å: 2.078
ΔE to the lowest compared entry with this formula, charge and spin in kcal per mole: 10.2

Last column: Mulliken spin population.
Atoms and positions in Å:
1 Hf -1.432 -16.725 -10.746  0.723
2 C -3.516 -12.969 -6.229  -0.001
3 C -2.270 -13.789 -5.936  0.000
4 O -2.427 -15.038 -6.560  0.007
5 P -1.471 -15.640 -7.697  0.076
6 S -1.711 -17.597 -7.885  -0.011
7 S -1.783 -14.616 -9.429  -0.010
8 O -0.047 -15.187 -7.110  -0.006
9 C 1.197 -15.374 -7.900  -0.030
10 C 1.732 -14.006 -8.297  0.008
11 H -3.628 -12.149 -5.509  0.000
12 H -4.339 -13.626 -5.983  0.000
13 H -3.563 -12.583 -7.267  0.000
14 H -2.285 -14.000 -4.874  0.000
15 H -1.316 -13.344 -6.156  0.000
16 H 1.049 -16.011 -8.779  0.039
17 H 1.945 -15.808 -7.241  -0.001
18 H 1.174 -13.514 -9.050  -0.002
19 H 2.796 -14.019 -8.560  0.000
20 H 1.679 -13.333 -7.451  0.000
21 C -6.052 -15.385 -9.532  0.002
22 O -5.598 -16.167 -8.431  0.002
23 C -6.376 -17.337 -8.267  -0.001
24 C -5.725 -18.227 -7.195  0.002
25 O -4.706 -19.083 -7.710  -0.002
26 C -5.047 -20.465 -7.609  0.000
27 H -6.988 -14.853 -9.417  0.000
28 H -6.177 -16.023 -10.408  -0.001
29 H -5.241 -14.689 -9.656  -0.001
30 H -6.398 -17.921 -9.175  0.001
31 H -7.386 -17.075 -8.009  0.000
32 H -6.526 -18.805 -6.694  0.000
33 H -5.295 -17.521 -6.453  -0.001
34 H -5.630 -20.610 -6.670  0.000
35 H -4.123 -21.071 -7.475  0.000
36 H -5.604 -20.755 -8.527  0.000
37 N 0.109 -14.661 -13.426  0.000
38 C 1.031 -15.302 -12.560  0.000
39 N 2.333 -15.341 -12.706  0.001
40 N 2.842 -16.040 -11.656  0.001
41 N 1.866 -16.484 -10.952  0.006
42 N 0.679 -16.012 -11.478  0.081
43 C -1.269 -14.707 -13.325  0.018
44 N -2.041 -14.114 -14.222  0.001
45 N -3.309 -14.362 -13.796  0.003
46 N -3.290 -15.008 -12.694  0.010
47 N -2.003 -15.245 -12.339  0.001
48 H 0.441 -14.386 -14.336  0.000
49 C -0.108 -17.884 -13.948  -0.002
50 C -1.539 -18.080 -13.657  0.076
51 C -2.344 -18.445 -14.693  -0.007
52 C -3.674 -18.645 -14.408  0.031
53 N -4.199 -18.512 -13.197  -0.014
54 C -3.359 -18.193 -12.212  0.017
55 S -3.848 -17.933 -10.568  -0.020
56 N -2.053 -17.960 -12.448  -0.029
57 H 0.141 -16.843 -13.882  -0.001
58 H 0.176 -18.265 -14.909  0.001
59 H 0.543 -18.443 -13.249  0.000
60 H -1.905 -18.601 -15.679  -0.001
61 H -4.379 -18.776 -15.212  0.003
62 N -0.305 -18.884 -10.288  0.045
63 C 0.249 -19.727 -11.292  0.005
64 C 1.576 -19.569 -11.694  -0.006
65 C 2.034 -20.171 -12.851  0.000
66 C 1.237 -21.037 -13.582  -0.002
67 C -0.032 -21.286 -13.095  0.000
68 C -0.574 -20.614 -11.967  -0.002
69 S 1.958 -21.914 -14.992  0.000
70 O 3.425 -21.775 -14.953  0.000
71 O 1.342 -21.291 -16.160  0.000
72 O 1.530 -23.301 -14.770  0.000
73 H -1.114 -19.286 -9.812  0.007
74 H 0.440 -18.576 -9.651  -0.015
75 H 2.223 -18.901 -11.173  -0.003
76 H 3.061 -19.908 -13.110  0.000
77 H -0.674 -21.860 -13.745  0.000
78 H -1.626 -20.710 -11.772  0.000

---

6.
Formula: C21H32InNO2P2
Source: OMol25
Level of theory: ωB97M-V with the def2-TZVPD basis set

Summary:
E_tot in hartree: -1897.36869
E_HOMO in Eh: -0.241
Orbital gap in eV: 6.85
Strongest force on any atom in eV/Å: 2.166
ΔE to the lowest compared entry with this formula, charge and spin in kcal per mole: 0.0

Last column: Löwdin charge in e.
Atoms and positions in Å:
1 C -0.795 0.772 -4.288  -0.043
2 C -0.821 0.265 -2.958  -0.386
3 N 0.137 0.705 -2.078  0.031
4 C 0.851 1.813 -2.315  -0.349
5 C 0.798 2.424 -3.568  -0.080
6 C 0.002 1.878 -4.576  -0.077
7 C -1.861 -0.601 -2.543  -0.350
8 P -2.186 -0.843 -0.831  0.773
9 In -0.018 -0.069 0.402  0.374
10 P 2.108 1.342 0.145  0.773
11 C 1.693 2.452 -1.220  -0.287
12 O -0.510 -3.185 -3.338  -0.091
13 O -0.122 -3.859 -0.675  -0.079
14 H -1.386 0.254 -5.027  0.102
15 H 1.380 3.332 -3.724  0.101
16 H -0.015 2.317 -5.582  0.108
17 C -3.569 0.353 -0.655  -0.260
18 C -2.930 -2.471 -0.364  -0.233
19 H 2.632 2.818 -1.650  0.095
20 H 1.157 3.309 -0.797  0.103
21 H -0.978 -2.373 -3.063  -0.021
22 H -2.483 -1.029 -3.329  0.074
23 C 2.416 2.365 1.607  -0.240
24 C 3.711 0.647 -0.330  -0.249
25 H 0.908 -2.068 -0.231  0.074
26 H 0.745 -4.202 -0.709  0.024
27 H -0.091 -3.470 -1.555  -0.015
28 H 0.214 -2.898 -3.963  0.085
29 H -0.771 1.458 0.796  -0.052
30 H 1.440 -1.585 -0.063  0.034
31 H -4.406 -0.005 -1.288  0.054
32 H -3.853 0.418 0.406  0.032
33 H -3.199 1.321 -1.041  0.050
34 H -3.695 -2.767 -1.112  0.053
35 H -2.127 -3.236 -0.317  0.018
36 H -3.395 -2.368 0.638  0.048
37 H 4.456 1.458 -0.393  0.054
38 H 4.032 -0.091 0.421  0.043
39 H 3.626 0.153 -1.310  0.059
40 H 3.330 2.961 1.454  0.054
41 H 1.561 3.033 1.790  0.054
42 H 2.549 1.712 2.484  0.054
43 C 2.933 -2.301 4.930  -0.084
44 C 3.143 -2.136 3.542  -0.092
45 C 2.109 -1.729 2.718  -0.070
46 C 0.820 -1.442 3.231  -0.198
47 C -0.248 -0.934 2.459  -0.217
48 C -1.503 -0.721 2.998  -0.139
49 C -1.722 -0.927 4.400  -0.068
50 C -0.678 -1.369 5.199  -0.049
51 C 0.600 -1.637 4.656  -0.174
52 C 1.672 -2.050 5.475  -0.038
53 H 3.743 -2.624 5.573  0.095
54 H 4.129 -2.338 3.121  0.098
55 H 2.280 -1.624 1.642  0.052
56 H -2.318 -0.356 2.393  0.066
57 H -2.696 -0.734 4.815  0.092
58 H -0.820 -1.519 6.269  0.107
59 H 1.490 -2.169 6.544  0.109

---

The lowest E_tot belongs to which entry? C21H32HfN12O7PS4

---

What is the formula in the sixth record? C21H32InNO2P2